This record from OMol25 describes a 3-piece molecular cluster, C2H12N2O2 overall. The level of theory is wB97M-V/def2-TZVPD.

Maximum force ... 1.3 eV/Å
DFT total energy ... -9342.581 eV
<S²> ... 0.751
Multiplicity ... 2
Relative energy (zero: lowest compared OMol25 entry of this formula, charge and spin) ... 0.294 eV
Charge ... -1

```
18
C2H12N2O2 (wB97M-V/def2-TZVPD)
O 0.81 0.59 2.79
N 0.55 -0.93 -2.19
H 0.41 2.18 -0.31
H -1.58 0.01 -0.89
N -1.30 -0.64 1.08
C -1.11 -0.83 -0.38
H 0.84 0.00 -2.49
H 1.68 0.24 3.01
H 0.70 -1.95 -0.36
H -1.49 0.34 1.29
H 0.46 -0.03 2.12
H 0.92 -0.25 -0.19
H -2.11 -1.16 1.41
C 0.35 -0.99 -0.75
O 0.54 3.00 -0.82
H 1.30 -1.55 -2.49
H 0.73 3.65 -0.13
H -1.71 -1.69 -0.71
```


This record from OMol25 describes one molecule with the formula C5H10S. The level of theory is wB97M-V/def2-TZVPD.

Maximum force ... 2.5 eV/Å
DFT total energy ... -16181.152 eV
SMILES ... CC1(S)CCC1
Multiplicity ... 1
Relative energy (zero: lowest compared OMol25 entry of this formula, charge and spin) ... 1.325 eV
Charge ... 0

```
16
C5H10S (wB97M-V/def2-TZVPD)
C -0.53 -0.34 1.00
H -0.25 -1.33 -1.86
H 1.35 1.88 0.67
C 0.55 0.11 -0.09
H -0.14 -0.98 1.78
H -0.92 0.53 1.55
S 2.14 -0.93 -0.12
H -1.33 -2.10 0.11
H -0.94 0.24 -1.78
H 2.71 -0.75 1.07
H 1.15 1.99 -1.10
H -2.44 -0.64 0.00
C -1.42 -0.99 -0.03
C 0.74 1.64 -0.16
H -0.15 2.18 0.09
C -0.50 -0.50 -1.13
```


This record from OMol25 describes one molecule with the formula C4H7NO. The level of theory is wB97M-V/def2-TZVPD.

Maximum force ... 0.3 eV/Å
DFT total energy ... -7796.742 eV
Multiplicity ... 1
Relative energy (zero: lowest compared OMol25 entry of this formula, charge and spin) ... 2.902 eV
Charge ... 0

```
13
C4H7NO (wB97M-V/def2-TZVPD)
H 0.50 -0.35 -2.01
H 1.50 1.36 -1.36
C -1.02 -1.00 0.92
H -1.55 -0.29 1.56
C -0.12 -0.80 -1.26
H -1.75 -1.63 0.40
C 1.29 1.67 -0.31
C 0.39 0.85 0.43
H 0.15 1.11 1.46
O 1.84 2.67 0.15
H -0.36 -1.62 1.53
N -0.21 -0.27 -0.06
H -0.68 -1.71 -1.46
```


This record from OMol25 describes C14H30ClLi2N2O10 as an isolated structure. The level of theory is wB97M-V/def2-TZVPD.

Maximum force ... 1.7 eV/Å
DFT total energy ... -51391.042 eV
Multiplicity ... 1
Relative energy (zero: lowest compared OMol25 entry of this formula, charge and spin) ... 0.000 eV
Charge ... -3

```
59
C14H30ClLi2N2O10 (wB97M-V/def2-TZVPD)
H 0.26 -2.83 5.51
H 0.91 -2.55 -7.63
H -0.84 -0.30 0.45
O 1.30 -2.51 2.99
N 0.89 -0.89 5.31
O 2.03 4.11 -1.95
Cl 2.01 -1.09 -1.74
H -0.62 -3.16 3.22
H 0.73 -0.83 6.32
O 1.56 2.43 -3.36
Li 0.72 0.71 -2.62
O 0.48 -1.00 -6.47
C -1.72 -0.42 -0.18
H 0.76 -1.91 1.04
H -2.67 0.66 -4.43
C -0.53 1.23 5.47
O 3.21 1.28 3.41
C 1.32 -2.68 1.59
H 1.54 1.03 4.90
H -0.96 1.05 -6.04
H -2.77 2.12 6.37
H 1.39 0.85 -6.76
C 2.58 1.49 2.27
H -1.09 -1.77 5.19
H 1.84 0.10 -5.28
O -1.44 0.20 -1.41
H 2.37 -2.52 1.33
N -0.65 0.14 -4.14
O -1.82 0.68 5.19
C 1.50 3.00 -2.16
H -2.01 -1.47 -0.32
H 1.95 -1.17 -7.98
O 2.04 0.44 1.66
H -2.58 0.06 0.31
H -2.33 -1.23 -2.55
H -1.79 1.71 -3.29
H -0.35 1.33 6.55
C 0.60 0.45 4.82
H -0.47 -1.43 2.92
H -3.80 1.15 5.31
C -0.03 -1.95 4.92
O 0.96 2.24 -1.24
H 0.10 1.94 -4.90
C -1.92 0.68 -3.62
H -2.74 2.46 4.67
C -2.32 -0.14 -2.43
H -0.46 2.22 4.99
C 1.44 -1.72 -7.17
Li 1.54 0.61 -0.23
H -3.35 0.08 -2.10
C -2.82 1.62 5.38
C 0.98 0.23 -5.94
H 0.44 0.46 3.73
C 0.01 -2.28 3.44
H -0.89 -0.76 -4.56
C -0.15 0.94 -5.28
H 2.25 -2.13 -6.55
H 0.98 -3.67 1.26
O 2.44 2.67 1.82
```


This record from OMol25 describes a 2-piece molecular cluster, C4H6ClN3 overall. The level of theory is wB97M-V/def2-TZVPD.

Maximum force ... 3.2 eV/Å
DFT total energy ... -21237.842 eV
SMILES ... Nc1ncccn1.Cl
Multiplicity ... 1
Relative energy (zero: lowest compared OMol25 entry of this formula, charge and spin) ... 1.061 eV
Charge ... 0

```
14
C4H6ClN3 (wB97M-V/def2-TZVPD)
Cl -2.15 4.15 -0.35
C -0.75 -0.30 1.24
N 0.26 0.38 0.80
H -0.12 -3.15 -0.32
N 0.97 -1.44 -0.54
H -1.69 3.93 -1.55
C -1.08 -1.60 0.66
H 2.01 1.57 -0.52
H -1.22 0.31 1.97
H -2.03 -2.18 0.80
N 2.07 0.53 -0.66
C -0.07 -2.13 -0.15
H 2.78 0.15 -1.25
C 1.01 -0.20 -0.13
```


This record from OMol25 describes C7H14F3N4O9PtS2 as an isolated structure. The level of theory is wB97M-V/def2-TZVPD.

Maximum force ... 0.8 eV/Å
DFT total energy ... -64947.393 eV
Multiplicity ... 1
Relative energy (zero: lowest compared OMol25 entry of this formula, charge and spin) ... 1.003 eV
Charge ... -1

```
40
C7H14F3N4O9PtS2 (wB97M-V/def2-TZVPD)
O -0.66 -2.34 -0.76
H -0.08 1.30 2.83
H -2.11 -1.38 2.01
C 2.43 -1.16 -1.24
H 1.62 0.25 0.18
H -0.07 -0.29 -3.20
H 2.31 -1.50 2.17
C -0.25 -0.58 2.19
Pt -1.34 0.02 -0.99
O -1.63 2.82 -1.24
N 0.47 0.48 2.62
H 1.49 -1.83 -3.02
F 0.89 4.34 -1.51
O -5.20 -0.52 -0.16
O -1.37 3.06 1.21
O -2.95 0.46 0.14
S -3.79 -0.80 -0.22
C 1.76 -1.64 1.24
H -0.26 -2.20 1.00
C 1.16 -1.47 -2.04
N -1.55 -0.64 2.48
F -0.58 5.48 -0.41
H 1.26 0.72 2.03
C 2.26 -0.63 0.19
C 0.42 -2.63 -1.34
H 1.94 -2.66 0.90
H 3.25 -0.27 0.51
F 1.09 4.59 0.63
N 0.33 -1.57 1.55
O -3.28 -1.03 -1.62
N 0.29 -0.27 -2.25
H -2.04 0.25 2.50
H 0.83 0.59 -2.15
H 3.00 -2.09 -1.22
H 3.04 -0.44 -1.80
S -0.78 2.88 -0.09
O 0.26 1.83 -0.12
C 0.21 4.41 -0.36
O -3.35 -1.84 0.71
O 1.02 -3.71 -1.35
```


This record from OMol25 describes C34H24Cl2N2O3STi as an isolated structure. The level of theory is wB97M-V/def2-TZVPD.

Maximum force ... 2.5 eV/Å
DFT total energy ... -103763.532 eV
Multiplicity ... 1
Relative energy (zero: lowest compared OMol25 entry of this formula, charge and spin) ... 2.254 eV
Charge ... 0

```
67
C34H24Cl2N2O3STi (wB97M-V/def2-TZVPD)
H -2.30 -1.93 3.88
H 6.06 -2.50 1.16
C -1.91 -4.01 -2.10
C -3.53 0.09 -1.13
H 1.54 0.86 -2.61
C 5.18 -1.08 2.50
C 2.07 2.89 -3.08
H -5.02 1.60 3.75
C -0.80 -2.72 -0.39
S 2.54 5.50 -3.73
C 0.48 -3.80 -2.19
C 5.15 -2.00 1.47
H 2.27 2.70 -4.13
C 0.89 1.08 -0.08
C -3.09 0.07 1.38
C 0.39 0.17 0.55
Cl -2.33 0.74 3.89
Cl -7.23 1.85 1.97
C -0.45 -3.93 1.99
C -5.23 0.82 0.47
C 2.21 4.18 -2.59
H 1.45 -3.99 -2.64
C 4.01 -0.46 2.90
H 0.33 -1.63 4.26
C 1.68 1.87 -2.24
O 0.06 6.08 -2.97
H 3.91 -3.05 0.05
N 1.52 -2.00 0.62
C 0.42 -3.02 -1.03
Ti -0.45 -1.56 1.29
H -5.90 0.92 -0.37
C -5.63 1.23 1.72
H 1.57 -3.49 2.78
H 1.76 7.66 -5.23
C 3.95 -2.31 0.84
C -3.96 0.28 0.27
C -0.69 -4.30 -2.72
C -1.96 -3.23 -0.96
H -0.67 -4.91 -3.62
C 2.78 -1.67 1.23
H -2.82 -4.41 -2.52
C 0.53 -3.22 2.71
C -1.53 -2.44 3.33
C 1.41 2.13 -0.89
C 0.93 6.30 -3.77
H 1.90 -0.25 2.57
H 2.18 5.44 -0.85
H 1.47 3.62 0.66
C -3.49 0.66 2.60
H 0.41 6.67 -5.79
H 4.02 0.26 3.71
H -0.27 -4.78 1.36
O -2.44 -0.22 -1.52
C -0.13 -2.25 3.50
C -4.74 1.20 2.78
C 2.81 -0.75 2.27
H -2.92 -3.03 -0.50
O -1.97 -0.63 1.32
C 0.79 7.24 -4.94
C 2.03 4.44 -1.23
C -1.72 -3.45 2.39
H -4.33 0.34 -1.87
H 0.08 8.03 -4.71
H 6.12 -0.85 3.00
N 1.62 -2.61 -0.47
C 1.63 3.42 -0.39
H -2.68 -3.84 2.08
```


This record from OMol25 describes a 2-piece molecular cluster, CH6N3O overall. The level of theory is wB97M-V/def2-TZVPD.

Maximum force ... 4.8 eV/Å
DFT total energy ... -7640.344 eV
Multiplicity ... 1
Relative energy (zero: lowest compared OMol25 entry of this formula, charge and spin) ... 4.242 eV
Charge ... +1

```
11
CH6N3O (wB97M-V/def2-TZVPD)
H -3.04 -0.34 -0.86
O -2.52 -0.23 0.02
N 1.42 0.99 0.02
N 0.51 -1.17 -0.07
H 1.15 2.02 0.07
H 2.44 0.83 -0.33
H 1.40 -1.52 -0.13
H -0.31 -1.90 -0.03
C 0.49 0.08 0.03
N -1.83 0.84 0.00
H -1.69 1.27 0.98
```